[1]
Here is 2 unconnected molecules or ions with the total composition C3H9NO4S from OMol25. Energies are from wB97M-V/def2-TZVPD.

Output
Energy relative to the best compared isomer or geometry (same formula, charge and spin)   14.0 kcal/mol
E_tot   -873.56142 Eh
Frontier orbital gap   0.409 Eh
Charge   0
SMILES   O=S(=O)(O)O.C/C=N/C

Each line ends with the natural charge from an NBO analysis.
Cartesian coordinates (Å):
C 1.438853 -1.832550 -0.102200  -0.66
C 1.139936 1.942726 -0.026660  -0.45
C 1.342342 -0.343206 -0.420305  0.23
N 0.976092 0.546443 0.396871  -0.52
O -3.421160 -0.569631 0.237769  -0.94
O -1.423969 -0.299788 1.404443  -0.90
O -1.966138 1.166483 -0.495048  -0.96
O -1.250982 -1.186382 -0.817093  -0.92
S -1.922222 -0.210066 -0.034550  2.58
H 0.968044 -2.073794 0.834259  0.22
H 0.959984 -2.381356 -0.812587  0.24
H 2.465235 -2.003085 0.017763  0.22
H 1.838261 2.534428 0.597261  0.21
H 1.469982 2.105708 -1.098581  0.19
H 0.185137 2.578093 0.135472  0.23
H 1.882120 -0.189951 -1.436397  0.16
H -4.184747 0.041129 0.355882  0.55
H -0.496763 0.174797 1.263694  0.53

Forces on atoms 1 to 2 (eV/Å):
-0.8003 2.9570 2.1259
-0.9495 2.2153 -0.3021

---

[2]
Here is a gas-phase ion, C3H9NOP (charge +1) from OMol25. Energies are from wB97M-V/def2-TZVPD.

Output
Energy relative to the best compared isomer or geometry (same formula, charge and spin)   7.0 kcal/mol
E_tot   -590.76740 Eh
Frontier orbital gap   0.385 Eh
Charge   +1
SMILES   OP1CC[NH2+]C1

Each line ends with the natural charge from an NBO analysis.
Cartesian coordinates (Å):
C 1.090121 -0.758585 -0.239388  -0.22
C -0.669270 -1.344048 -0.091255  -0.71
C -0.237290 1.145767 -0.819817  -0.53
N 0.932282 0.721188 -0.025146  -0.53
O -1.160760 0.449313 1.488107  -1.04
P -1.675355 0.179186 0.014308  1.14
H 1.553928 -1.198360 0.650307  0.23
H 1.471763 -0.974972 -1.152829  0.22
H -0.979325 -1.955129 -0.902356  0.24
H -0.563549 -1.840436 0.773389  0.23
H -0.322499 2.191689 -0.677456  0.24
H -0.290571 0.856108 -1.876169  0.26
H 0.751168 0.893086 0.924111  0.45
H 1.923765 1.088094 -0.275977  0.46
H -1.824409 0.547100 2.210171  0.54

Forces on atoms 1 to 2 (eV/Å):
-5.0509 -0.7501 3.9944
3.1888 3.0228 -3.3766

---

[3]
Here is 2 unconnected molecules or ions with the total composition C3H9NOP from OMol25. Energies are from wB97M-V/def2-TZVPD.

Output
Energy relative to the best compared isomer or geometry (same formula, charge and spin)   12.6 kcal/mol
E_tot   -590.75839 Eh
Frontier orbital gap   0.304 Eh
Charge   +1

Each line ends with the natural charge from an NBO analysis.
Cartesian coordinates (Å):
C 1.425086 1.306733 0.145171  -0.44
C 0.678613 -0.981993 0.314279  0.12
C -1.551797 -0.553058 -0.885932  -1.03
N 1.455550 -0.085947 -0.197664  -0.43
O -3.407218 -0.367638 0.806706  -0.97
P -2.451289 0.605739 -0.054257  1.12
H 2.401071 1.756667 -0.021752  0.25
H 0.695626 1.823512 -0.488691  0.24
H 1.132249 1.445444 1.184154  0.24
H 0.123478 -0.759082 1.211733  0.23
H 0.723826 -2.004020 -0.024261  0.24
H -1.828319 -1.593179 -0.819119  0.25
H -0.930595 -0.262338 -1.713002  0.23
H -4.050149 0.054397 1.383411  0.52
H 2.031718 -0.329286 -0.998527  0.43

Forces on atoms 1 to 2 (eV/Å):
-0.1028 0.9658 0.2613
0.4151 0.5427 0.0921

---

[4]
Here is 2 unconnected molecules or ions with the total composition C3H9NOS from OMol25. Energies are from wB97M-V/def2-TZVPD.

Output
Energy relative to the best compared isomer or geometry (same formula, charge and spin)   25.8 kcal/mol
E_tot   -647.85698 Eh
Frontier orbital gap   0.362 Eh
Charge   0
SMILES   NC=O.CCS

Each line ends with the natural charge from an NBO analysis.
Cartesian coordinates (Å):
C 1.023546 -0.720598 -0.399332  -0.65
C 1.294745 -0.294185 -1.845885  -0.52
S 0.555194 1.210374 -2.550245  -0.03
H -0.060911 -0.446017 -0.269319  0.22
H 1.466036 -0.332620 0.516484  0.21
H 1.019488 -1.813386 -0.264236  0.22
H 2.340862 -0.308508 -2.184363  0.21
H 0.808408 -1.091383 -2.443340  0.22
H 1.016074 1.981791 -1.558993  0.11
C -0.961899 -0.564279 2.306818  0.52
N -1.079586 0.277130 3.368012  -0.85
O -1.807676 -1.274405 1.801019  -0.58
H 0.054646 -0.745699 1.986580  0.10
H -0.336551 0.255295 4.042775  0.40
H -1.956044 0.733021 3.550602  0.40

Forces on atoms 1 to 2 (eV/Å):
-2.5594 0.1055 0.2370
0.6682 -1.2587 -0.8094

---

[5]
Here is 2 unconnected molecules or ions with the total composition C3H9NOSi from OMol25. Energies are from wB97M-V/def2-TZVPD.

Output
Energy relative to the best compared isomer or geometry (same formula, charge and spin)   61.8 kcal/mol
E_tot   -539.10215 Eh
Frontier orbital gap   0.376 Eh
Charge   0
SMILES   [H]/N=[SiH]/OC.C=C

Each line ends with the natural charge from an NBO analysis.
Cartesian coordinates (Å):
C 4.595410 0.153668 -0.560468  -0.38
C 3.696804 -0.462828 0.183359  -0.36
C -4.119975 0.384474 0.019124  -0.25
N -1.116536 0.776728 0.642383  -1.42
O -3.235092 -0.596714 -0.328941  -0.89
Si -1.626869 -0.524919 -0.071291  1.79
H 5.505002 0.205445 -0.106121  0.19
H 4.505416 0.285167 -1.593661  0.19
H 3.867136 -0.559115 1.175749  0.18
H -5.144347 0.052596 -0.413751  0.19
H -3.640987 1.286360 -0.313780  0.19
H -4.040043 0.462319 1.144262  0.18
H 2.579202 -0.683369 -0.164376  0.18
H -0.329786 0.972160 1.228110  0.40
H -1.495332 -1.751977 -0.840599  -0.19

Forces on atoms 1 to 2 (eV/Å):
-1.7439 -1.6630 0.1322
-3.8919 0.6346 -3.2825

---

[6]
Here is 2 unconnected molecules or ions with the total composition C3H9NS from OMol25. Energies are from wB97M-V/def2-TZVPD.

Output
Energy relative to the best compared isomer or geometry (same formula, charge and spin)   69.5 kcal/mol
E_tot   -572.51888 Eh
Frontier orbital gap (alpha / beta)   0.089 / 0.320 Eh
Charge   -1
2S+1   2

Each line ends with the natural charge from an NBO analysis.
Cartesian coordinates (Å):
C 4.101110 -0.062349 0.997976  -0.28
N 3.397987 -0.846294 0.241833  -0.61
H 4.255031 -0.525481 1.944517  0.16
H 4.322937 0.966682 0.689684  0.12
H 3.038997 -0.276703 -0.541903  0.30
C -0.828795 0.976652 0.595964  -1.02
S -2.169594 -0.353452 0.089662  -0.07
C -2.108217 0.196052 -1.734550  -0.73
H 0.142232 0.979241 0.017870  0.16
H -1.220239 2.037924 0.496978  0.17
H -0.541674 0.950008 1.610725  0.19
H -2.483181 1.201218 -1.926314  0.20
H -2.548081 -0.561546 -2.383391  0.20
H -1.023010 0.145804 -2.191929  0.21

Forces on atoms 1 to 2 (eV/Å):
-2.0468 -1.3342 -1.8635
0.4399 1.6034 0.5084

---

[7]
Here is a single C3H9NS molecule from OMol25. Energies are from wB97M-V/def2-TZVPD.

Output
Energy relative to the best compared isomer or geometry (same formula, charge and spin)   14.7 kcal/mol
E_tot   -572.61672 Eh
Frontier orbital gap   0.352 Eh
Charge   0
SMILES   CNCSC

Each line ends with the natural charge from an NBO analysis.
Cartesian coordinates (Å):
C -2.209799 0.027137 0.641700  -0.75
S -0.871874 -0.899446 -0.116111  0.14
H -1.918857 0.596555 1.528763  0.21
H -2.662694 0.737209 -0.042445  0.21
H -2.971379 -0.706807 0.895774  0.23
C 2.447001 0.131358 0.088405  -0.42
C 0.203135 0.446681 -0.798463  -0.33
N 1.223646 0.937182 0.121951  -0.62
H 3.293765 0.770557 0.308875  0.20
H 2.615191 -0.265152 -0.910772  0.19
H 2.418249 -0.744162 0.744753  0.18
H -0.462806 1.248743 -1.100040  0.20
H 0.605195 -0.025299 -1.686688  0.21
H 0.814580 0.766633 1.035801  0.36

Forces on atoms 1 to 2 (eV/Å):
-0.1217 0.3475 0.1913
0.2712 0.1097 -0.2521

---

[8]
Here is a single C3H9NS molecule from OMol25. Energies are from wB97M-V/def2-TZVPD.

Output
Energy relative to the best compared isomer or geometry (same formula, charge and spin)   14.6 kcal/mol
E_tot   -572.61683 Eh
Frontier orbital gap   0.357 Eh
Charge   0
SMILES   CNCCS

Each line ends with the natural charge from an NBO analysis.
Cartesian coordinates (Å):
C -0.379964 -1.788007 1.156477  -0.41
N 0.472611 -0.785613 0.533165  -0.65
C -0.195260 0.383502 -0.017526  -0.22
C 0.635063 0.917660 -1.195993  -0.50
S -0.231317 2.228199 -2.126269  -0.05
H -0.165759 -2.056077 2.188320  0.19
H -1.420942 -1.457777 1.161060  0.18
H -0.376463 -2.693371 0.556499  0.19
H 1.252506 -0.488048 1.098038  0.36
H -0.227515 1.194712 0.727229  0.16
H -1.204865 0.154411 -0.339726  0.20
H 0.807049 0.111947 -1.900738  0.23
H 1.557946 1.318242 -0.798191  0.20
H -0.523096 2.960216 -1.042340  0.11

Forces on atoms 1 to 2 (eV/Å):
-0.5537 -0.0028 -0.3165
-0.0667 0.0185 0.0002

---

[9]
Here is 2 unconnected molecules or ions with the total composition C3H9NS from OMol25. Energies are from wB97M-V/def2-TZVPD.

Output
Energy relative to the best compared isomer or geometry (same formula, charge and spin)   27.7 kcal/mol
E_tot   -572.59600 Eh
Frontier orbital gap   0.346 Eh
Charge   0
SMILES   C=N.CSC

Each line ends with the natural charge from an NBO analysis.
Cartesian coordinates (Å):
C 2.452072 1.512043 0.920308  -0.05
N 3.450436 1.035593 0.322981  -0.59
H 1.891462 0.835629 1.563241  0.16
H 2.073459 2.539842 0.867219  0.15
H 3.930345 1.727770 -0.255064  0.33
C -1.217480 0.506636 -0.367555  -0.75
S -2.478713 -0.610601 -1.037017  0.16
C -1.895483 -2.202189 -0.381778  -0.73
H -1.588136 1.100274 0.458339  0.22
H -0.887027 1.147009 -1.179608  0.22
H -0.333499 -0.079413 -0.114878  0.22
H -2.693918 -2.907143 -0.582806  0.23
H -0.984810 -2.486747 -0.897567  0.21
H -1.718709 -2.118704 0.684184  0.21

Forces on atoms 1 to 2 (eV/Å):
-0.3444 -0.0651 0.2490
0.3409 0.0382 -0.2393

---

[10]
Here is 2 unconnected molecules or ions with the total composition C3H9NS from OMol25. Energies are from wB97M-V/def2-TZVPD.

Output
Energy relative to the best compared isomer or geometry (same formula, charge and spin)   33.8 kcal/mol
E_tot   -572.58618 Eh
Frontier orbital gap   0.369 Eh
Charge   0
SMILES   C=N.CCS

Each line ends with the natural charge from an NBO analysis.
Cartesian coordinates (Å):
C 3.576570 0.288285 -1.058617  -0.04
N 3.638624 1.528574 -0.862368  -0.59
H 4.160667 -0.429101 -0.478844  0.14
H 2.750973 -0.127200 -1.629574  0.16
H -4.633622 -0.361559 0.486896  0.13
H 4.426684 1.822542 -0.301138  0.33
C -0.974107 -0.396694 0.710364  -0.63
C -2.388570 -0.176881 0.093172  -0.51
S -3.653370 -1.042312 1.106424  -0.05
H -0.551047 -1.370952 0.458227  0.20
H -1.241563 -0.398664 1.770896  0.21
H -0.149354 0.292069 0.538875  0.22
H -2.475894 -0.536888 -0.926976  0.21
H -2.485987 0.908785 0.092669  0.21

Forces on atoms 1 to 2 (eV/Å):
-0.4333 -0.2486 1.2437
-0.1915 0.5196 -0.9647